(1)
Entry from the Open Molecules 2025 dataset: a 3-piece molecular cluster, C22H42ClF4N3O6P2S overall at a distorted geometry (ωB97M-V/def2-TZVPD).

```
! wB97M-V def2-TZVPD RIJCOSX def2/J DEFGRID3
* xyz 0 1
C -5.22 -0.60 2.35
C -3.88 0.25 1.83
O -3.55 1.33 2.78
C -2.84 2.45 2.07
C -4.02 3.33 1.35
C -5.26 3.69 2.41
N -6.56 3.13 1.83
O -1.88 1.81 1.18
C -0.90 2.73 0.60
N 0.02 3.43 1.56
C -0.10 1.84 -0.58
P 1.48 2.72 -1.24
S 2.92 2.91 0.04
N -1.10 1.68 -1.69
C -1.33 2.93 -2.51
C -2.95 3.24 -2.79
C -3.27 3.44 -4.41
Cl -4.08 1.89 -2.21
C -0.97 0.46 -2.55
F 0.45 0.13 -2.96
F -1.63 0.63 -3.91
C -1.78 -0.88 -1.98
F -0.76 -1.98 -1.97
F -2.94 -1.25 -2.82
P 0.51 0.26 0.28
C 2.14 -0.44 -0.41
C 0.80 0.39 2.15
H -5.86 0.00 3.13
H -4.85 -1.64 2.75
H -5.95 -0.82 1.43
H -3.02 -0.56 1.73
H -4.15 0.61 0.75
H -2.40 3.11 2.93
H -4.54 2.80 0.44
H -3.55 4.39 1.08
H -5.43 4.87 2.46
H -5.04 3.35 3.51
H -7.25 2.88 2.58
H -6.93 3.88 1.19
H -1.55 3.62 0.13
H 0.55 4.20 1.05
H -0.48 3.94 2.32
H 2.05 2.05 -2.41
H 1.17 4.07 -1.71
H -0.69 2.96 -3.52
H -1.00 3.93 -1.95
H -3.29 4.24 -2.25
H -2.75 2.62 -5.07
H -2.95 4.51 -4.77
H -4.44 3.29 -4.53
H -2.09 -0.63 -0.85
H 3.02 -0.18 0.37
H 2.11 -1.61 -0.46
H 2.49 0.02 -1.43
H 1.15 -0.67 2.57
H -0.12 0.74 2.79
H 1.66 1.16 2.35
O 3.58 -3.31 -1.30
C 3.06 -4.37 -1.02
C 1.91 -4.99 -1.75
C 1.44 -6.04 -0.78
C 2.71 -6.40 -0.05
O 3.48 -5.20 -0.02
H 2.27 -5.43 -2.69
H 1.12 -4.25 -1.95
H 0.97 -6.90 -1.26
H 0.72 -5.61 -0.08
H 3.29 -7.17 -0.58
H 2.51 -6.74 0.97
O 8.65 -3.24 3.28
C 7.90 -2.93 2.37
C 6.89 -3.84 1.74
C 6.56 -3.11 0.46
C 6.78 -1.67 0.85
O 7.84 -1.69 1.80
H 6.03 -3.93 2.40
H 7.32 -4.83 1.53
H 5.55 -3.30 0.10
H 7.26 -3.40 -0.32
H 5.90 -1.22 1.31
H 7.08 -1.06 -0.01
*
```

Properties
Molar mass, g mol⁻¹: 650.1
HOMO level, eV: -8.01
LUMO energy, Eh: 0.003
Structure (SMILES): CCO[C@H](CCN)O[C@@H](N)[C@]([PH2]=S)(N(C[C@@H](C)Cl)C(F)(F)C(F)F)P(C)C.O=C1CCCO1.O=C1CCCO1
Frontier orbital gap, eV: 8.09

So, what does the Mulliken scheme give us? The charges, in e, come out as: -1.056 0.501 -0.470 -0.119 0.072 -0.425 -0.595 0.434 -0.771 -0.401 -0.441 0.029 -0.309 0.743 -1.128 0.140 -1.064 -0.228 0.197 -0.311 -0.322 0.783 -0.238 -0.284 0.449 -0.545 -0.838 0.264 0.313 0.250 0.095 -0.131 -0.029 -0.113 0.342 0.258 0.353 0.219 0.230 0.179 0.294 0.299 0.171 0.169 0.433 0.428 0.364 0.247 0.327 0.308 -0.216 0.213 -0.025 0.176 0.356 0.132 0.257 -0.616 0.653 -0.251 -0.526 -0.487 -0.319 0.283 0.043 0.337 0.266 0.277 0.329 -0.592 0.402 -0.329 0.205 -0.388 -0.358 0.248 0.309 -0.256 0.261 0.238 0.302

(2)
Entry from the Open Molecules 2025 dataset: C22H42CrN4O2 as an isolated structure at a distorted geometry (ωB97M-V/def2-TZVPD).

```
! wB97M-V def2-TZVPD RIJCOSX def2/J DEFGRID3
* xyz 1 4
Cr 0.19 -0.23 -0.10
C -0.36 -0.15 -3.98
C -1.39 -0.57 -2.96
C -2.07 -1.88 -3.36
O -0.87 -0.65 -1.67
H 0.53 -0.79 -3.98
H 0.02 0.87 -3.81
H -0.73 -0.09 -5.01
H -2.17 0.20 -2.97
H -2.54 -1.74 -4.33
H -2.86 -2.12 -2.66
H -1.33 -2.68 -3.45
C 1.08 0.48 3.86
C 1.97 0.47 2.61
C 3.15 -0.47 2.87
O 1.24 0.08 1.51
H 0.61 -0.49 4.04
H 0.30 1.24 3.73
H 1.63 0.70 4.78
H 2.34 1.50 2.48
H 3.78 -0.55 1.98
H 2.74 -1.48 3.00
H 3.70 -0.23 3.77
C -0.11 4.19 2.58
C 0.43 4.92 1.36
C -0.18 4.48 0.02
C -0.13 3.04 -0.17
N -0.07 1.91 -0.29
H 0.32 4.64 3.48
H 0.21 3.15 2.61
H -1.20 4.24 2.60
H 1.51 4.70 1.31
H 0.34 6.00 1.43
H 0.37 4.95 -0.80
H -1.23 4.79 -0.05
C -2.85 0.93 4.44
C -3.97 0.48 3.53
C -3.65 -0.81 2.76
C -2.50 -0.63 1.86
N -1.62 -0.48 1.15
H -1.93 1.14 3.90
H -2.64 0.18 5.20
H -3.10 1.84 4.99
H -4.17 1.27 2.79
H -4.92 0.33 4.03
H -4.47 -1.12 2.11
H -3.44 -1.64 3.44
C -1.75 -5.07 -1.36
C -0.77 -5.61 -0.31
C 0.58 -4.90 -0.30
C 0.54 -3.48 -0.04
N 0.50 -2.36 0.17
H -1.93 -4.02 -1.17
H -2.72 -5.56 -1.29
H -1.29 -5.18 -2.35
H -0.63 -6.69 -0.44
H -1.24 -5.50 0.67
H 1.13 -5.00 -1.25
H 1.23 -5.41 0.42
C 2.56 2.47 -4.08
C 3.16 1.11 -4.43
C 3.73 0.42 -3.18
C 2.72 0.15 -2.16
N 1.94 -0.02 -1.35
H 3.31 3.18 -3.74
H 1.80 2.41 -3.30
H 2.08 2.91 -4.95
H 3.95 1.20 -5.17
H 2.41 0.47 -4.90
H 4.46 1.09 -2.73
H 4.22 -0.53 -3.42
*
```

Properties
<S²>: 3.765
ΔE to the lowest compared entry with this formula, charge and spin, eV: 0.5317
Molar mass, g mol⁻¹: 446.6
HOMO level (spin up / spin down), eV: -10.74 / -10.72
LUMO energy (spin up / spin down), Eh: -0.095 / -0.095
Frontier orbital gap (spin up / spin down), eV: 8.16 / 8.14

So, what does the Mulliken scheme give us? The charges, in e, come out as: -0.256 -1.219 0.545 -1.433 -0.170 0.220 0.171 0.491 0.135 0.467 0.325 0.260 -1.025 0.533 -1.449 -0.021 0.312 -0.109 0.461 0.171 0.313 0.290 0.415 -0.756 -0.519 -0.565 0.464 -0.182 0.405 -0.100 0.316 0.318 0.335 0.305 0.304 -0.717 -0.478 -0.658 0.595 -0.343 -0.039 0.318 0.367 0.295 0.338 0.312 0.321 -0.882 -0.539 -0.588 0.501 0.011 0.107 0.389 0.282 0.332 0.317 0.289 0.339 -1.048 -0.337 -0.616 0.539 -0.257 0.378 0.140 0.334 0.358 0.251 0.313 0.321

(3)
Entry from the Open Molecules 2025 dataset: C22H42F6N5O2PRhSbSe2Si4Te as an isolated structure (ωB97M-V/def2-TZVPD).

```
! wB97M-V def2-TZVPD RIJCOSX def2/J DEFGRID3
* xyz 1 2
Rh -0.44 -0.76 -0.19
Se -1.59 -1.48 1.78
P -2.58 0.48 1.84
Se -1.61 1.38 0.10
C -4.36 0.35 1.60
C -5.05 -0.79 2.02
C -6.43 -0.83 1.90
C -7.11 0.25 1.36
C -6.42 1.37 0.93
C -5.05 1.43 1.05
C -2.28 1.36 3.37
C -3.02 0.99 4.50
C -2.76 1.61 5.70
C -1.79 2.60 5.78
C -1.07 2.97 4.66
C -1.31 2.35 3.44
H -4.51 -1.64 2.42
H -6.97 -1.71 2.22
H -8.19 0.21 1.26
H -6.96 2.21 0.50
H -4.51 2.31 0.72
H -3.79 0.24 4.43
H -3.32 1.33 6.58
H -1.59 3.09 6.73
H -0.31 3.74 4.73
H -0.72 2.61 2.57
N 0.94 0.09 -1.62
N 0.39 -0.02 -2.91
C -0.78 -0.66 -3.08
N -1.24 -0.77 -4.31
N -1.35 -1.12 -1.94
N -2.58 -1.81 -2.00
O -2.98 -2.22 -0.95
O -3.14 -1.93 -3.07
H 1.14 1.06 -1.38
H 1.80 -0.45 -1.54
H 0.91 0.33 -3.70
H -0.72 -0.41 -5.09
H -2.13 -1.24 -4.45
F 2.04 0.39 0.57
Sb 2.69 0.11 2.38
F 0.90 0.34 2.93
F 2.31 -1.74 2.07
F 3.28 -0.26 4.11
F 4.39 -0.16 1.61
F 2.98 1.96 2.52
C 6.00 -3.55 -1.96
Si 4.70 -2.90 -0.77
C 4.15 -1.18 -1.27
C 5.32 -2.92 0.98
Si 2.87 -4.40 -0.94
Te 0.77 -3.18 -0.07
Si 2.05 -4.74 -3.13
C 0.32 -5.46 -3.10
C 2.04 -3.09 -4.03
C 3.22 -5.93 -3.96
Si 2.85 -6.23 0.57
C 2.95 -5.55 2.30
C 1.28 -7.22 0.31
C 4.36 -7.24 0.14
H 6.91 -2.94 -1.89
H 5.66 -3.52 -2.99
H 6.27 -4.58 -1.72
H 4.96 -0.47 -1.09
H 3.31 -0.87 -0.64
H 3.86 -1.12 -2.33
H 6.05 -2.12 1.13
H 5.82 -3.87 1.19
H 4.52 -2.78 1.70
H -0.38 -4.84 -2.53
H 0.31 -6.46 -2.66
H -0.07 -5.54 -4.12
H 1.50 -2.33 -3.46
H 1.55 -3.20 -5.00
H 3.06 -2.73 -4.20
H 3.20 -6.91 -3.48
H 4.25 -5.57 -3.95
H 2.94 -6.08 -5.01
H 2.18 -4.80 2.50
H 3.91 -5.08 2.49
H 2.82 -6.36 3.03
H 0.39 -6.59 0.38
H 1.21 -7.99 1.08
H 1.27 -7.72 -0.66
H 5.28 -6.67 0.30
H 4.35 -7.58 -0.90
H 4.41 -8.12 0.78
*
```

Properties
<S²>: 0.758
ΔE to the lowest compared entry with this formula, charge and spin, eV: 1.1730
Molar mass, g mol⁻¹: 1176.1
HOMO level (spin up / spin down), eV: -10.87 / -10.75
LUMO energy (spin up / spin down), Eh: -0.161 / -0.173
Frontier orbital gap (spin up / spin down), eV: 6.49 / 6.03

So, what does the Mulliken scheme give us? The charges, in e, come out as: 1.802 -0.271 0.373 -0.515 0.672 -0.280 -0.773 -0.426 -0.677 -0.503 1.026 -0.576 -0.631 -0.484 -0.700 -0.308 0.388 0.414 0.407 0.415 0.400 0.359 0.409 0.398 0.421 0.231 -0.192 -0.423 0.713 -0.353 -0.048 0.791 -0.519 -0.754 0.377 0.208 0.186 0.149 0.210 -0.677 2.221 -0.470 -0.608 -0.535 -0.522 -0.541 -1.110 0.284 0.276 -0.913 -0.137 -0.669 0.312 -0.934 -0.457 -1.086 0.626 -0.925 -1.007 -1.059 0.390 0.266 0.315 0.409 -0.946 0.458 0.389 0.370 0.157 0.238 0.274 0.392 -0.366 0.440 0.350 0.298 0.302 0.383 0.257 0.262 0.434 0.287 0.385 0.270 0.295 0.302 0.404